{
  "formula": "C5H16NO2",
  "method": "ωB97M-V/def2-TZVPD",
  "elements": ["O", "O", "N", "C", "C", "C", "C", "C", "H", "H", "H", "H", "H", "H", "H", "H", "H", "H", "H", "H", "H", "H", "H", "H"],
  "coordinates": [[-3.580, 2.742, 0.435], [3.078, -0.320, -1.927], [0.333, -1.359, -0.450], [-0.509, 0.816, -0.673], [0.065, -0.303, -1.464], [0.108, 0.680, 0.717], [0.118, -1.473, 2.009], [0.726, -0.780, 0.859], [3.152, 0.501, -1.416], [-0.912, -1.795, 1.772], [-0.468, -0.786, -2.312], [-0.572, 0.946, 1.518], [-1.599, 0.774, -0.684], [-0.391, 1.881, -1.021], [-0.590, -1.877, -0.373], [1.814, -0.645, 0.918], [0.964, 0.081, -1.951], [3.981, -0.364, -2.274], [-4.407, 3.005, 0.016], [0.946, 1.420, 0.788], [-0.053, -0.802, 2.857], [1.080, -2.053, -0.845], [-3.884, 2.113, 1.115], [0.601, -2.403, 2.386]],
  "lumo_ev": [0.66, 0.44],
  "e_tot_ha": -405.18978,
  "s2": 0.75,
  "e_above_lowest_kj_mol": 168.0,
  "e_homo_ev": [-2.857, -11.165],
  "multiplicity": 2
}